1.
Formula: C13H19BrClFN2O6
Source: the Open Molecules 2025 dataset
Level of theory: wB97M-V/def2-TZVPD

Properties
Strongest force on any atom in Eh/bohr: 0.00968
Relative energy (zero: lowest compared OMol25 entry of this formula, charge and spin) in eV: 0.000
Total energy in Eh: -4201.76615
Structure (SMILES): C[C@@H](Br)C[C@H](C#N)[C@](F)(Cl)C#N.COC(=O)OC.COC(=O)OC

```
43
Properties=species:S:1:pos:R:3:nbo_charge:R:1
C 3.4989 -0.3178 0.5153 -0.641
C 3.3798 -1.7816 0.9250 -0.207
Br 4.8968 -2.2402 2.0985 -0.024
C 2.0959 -2.0767 1.7068 -0.429
C 0.8408 -2.3383 0.8178 -0.355
C 1.1119 -2.1391 -0.6124 0.277
N 1.4011 -1.9960 -1.7092 -0.282
C -0.3699 -1.4522 1.2044 0.285
F -0.1331 -0.1764 0.8207 -0.307
Cl -0.6695 -1.4844 2.9426 0.046
C -1.5921 -1.9183 0.5215 0.212
N -2.5280 -2.2771 -0.0284 -0.241
H 3.7997 0.2775 1.3814 0.221
H 4.2607 -0.1904 -0.2548 0.240
H 2.5413 0.0582 0.1471 0.224
H 3.5130 -2.4454 0.0739 0.227
H 1.9017 -1.2176 2.3537 0.235
H 2.2415 -2.9321 2.3648 0.246
H 0.4969 -3.3665 0.9622 0.275
C 2.4834 -0.6700 -4.9519 -0.262
O 2.4590 0.7274 -5.2696 -0.492
C 2.9968 1.5089 -4.3372 0.979
O 3.4842 1.1429 -3.2980 -0.651
O 2.9060 2.7751 -4.7486 -0.494
C 3.4494 3.7308 -3.8345 -0.255
H 2.0175 -1.1758 -5.7923 0.194
H 3.5093 -1.0140 -4.8331 0.189
H 1.9225 -0.8690 -4.0417 0.212
H 4.5103 3.5480 -3.6740 0.192
H 2.9239 3.6920 -2.8820 0.191
H 3.3043 4.7005 -4.3011 0.196
C -5.0110 -0.3522 1.2132 -0.259
O -4.8534 -0.0211 2.5997 -0.497
C -5.5858 1.0126 3.0073 0.978
O -6.3386 1.6596 2.3267 -0.643
O -5.3434 1.2117 4.3048 -0.496
C -6.0728 2.3012 4.8768 -0.255
H -4.3547 -1.1977 1.0369 0.206
H -6.0439 -0.6184 0.9981 0.193
H -4.7131 0.4869 0.5866 0.191
H -7.1444 2.1279 4.7987 0.193
H -5.8174 3.2358 4.3809 0.193
H -5.7760 2.3391 5.9206 0.195
```

***

2.
Formula: C2H8N
Source: the Open Molecules 2025 dataset
Level of theory: wB97M-V/def2-TZVPD

Properties
Strongest force on any atom in Eh/bohr: 0.01714
Relative energy (zero: lowest compared OMol25 entry of this formula, charge and spin) in eV: 1.059
Total energy in Eh: -135.46190
Total charge: +1

```
11
Properties=species:S:1:pos:R:3:nbo_charge:R:1
N 1.6318 0.8282 -0.6379 -0.871
H 0.8793 0.3041 -0.1691 0.473
H 2.2336 0.1902 -1.1621 0.459
H 2.1253 1.3946 0.0521 0.459
H 1.2272 1.4501 -1.3449 0.455
C -1.2017 -0.0613 0.6438 -0.511
C -1.4701 -1.3482 0.4501 -0.300
H -1.5835 0.7028 -0.0170 0.205
H -0.7338 0.3021 1.5487 0.205
H -2.0498 -1.6256 -0.4244 0.213
H -1.0584 -2.1369 1.0606 0.214
```

***

3.
Formula: C24H19ClN5NaO5
Source: the Open Molecules 2025 dataset
Level of theory: wB97M-V/def2-TZVPD

Properties
Strongest force on any atom in Eh/bohr: 0.01186
Relative energy (zero: lowest compared OMol25 entry of this formula, charge and spin) in eV: 0.140
Total energy in Eh: -2198.51270
Total charge: -2

```
55
Properties=species:S:1:pos:R:3:nbo_charge:R:1
Na 0.7129 -1.3496 -0.6874 0.920
Cl -3.7060 -4.1101 4.6320 -0.087
C -2.4601 -3.8205 3.4249 -0.144
C -2.3270 -4.7057 2.3462 -0.212
C -1.3635 -4.4989 1.3968 -0.305
C -0.4379 -3.3944 1.4554 0.426
O 0.4591 -3.2257 0.5965 -0.737
C -0.6197 -2.5020 2.5838 -0.192
C 0.2015 -1.3293 2.7760 0.129
N 1.2162 -1.0013 2.0660 -0.483
C 1.9496 0.1287 2.4318 0.234
C 2.2503 0.4684 3.7313 -0.296
C 3.0073 1.6220 4.0238 -0.214
C 3.4642 2.4303 3.0241 -0.200
C 3.2015 2.1021 1.6719 -0.093
C 3.6134 2.9281 0.5990 -0.127
C 3.3026 2.5585 -0.6728 -0.226
C 2.5999 1.3533 -0.8761 0.079
N 2.1983 0.5611 0.0858 -0.467
C 2.4645 0.9390 1.3681 0.106
C -1.6303 -2.7340 3.5276 -0.184
H -3.0029 -5.5495 2.2663 0.202
H -1.2712 -5.1685 0.5503 0.207
H -0.1172 -0.6811 3.6070 0.140
H 1.9065 -0.1676 4.5376 0.205
H 3.2129 1.8684 5.0593 0.196
H 4.0157 3.3373 3.2407 0.207
H 4.1025 3.8702 0.8056 0.231
H 3.5168 3.1959 -1.5179 0.224
H 2.3511 1.0469 -1.8881 0.195
H -1.7482 -2.0383 4.3519 0.203
O 1.2853 -1.7157 -2.8684 -0.571
N 0.3929 -1.5828 -3.7395 0.109
N -0.7943 -1.3691 -3.2645 0.104
O -1.0737 -1.2892 -1.9986 -0.691
C -1.8310 -1.1646 -4.2135 0.208
C -3.0838 -0.8033 -3.7325 -0.259
C -4.1281 -0.5964 -4.6224 -0.208
C -3.9388 -0.7495 -5.9874 -0.257
C -2.6825 -1.1152 -6.4587 -0.220
C -1.6289 -1.3252 -5.5857 -0.257
H -3.1993 -0.6932 -2.6644 0.258
H -5.0997 -0.3092 -4.2383 0.201
H -4.7565 -0.5857 -6.6787 0.195
H -2.5163 -1.2401 -7.5224 0.196
H -0.6524 -1.6071 -5.9486 0.235
N -0.6700 2.7883 1.1605 -0.855
C 0.2120 3.8771 1.5683 -0.343
C 1.0471 4.5718 0.4609 0.742
O 1.8783 5.4179 0.8779 -0.811
O 0.8169 4.2353 -0.7205 -0.789
H -0.1428 1.9290 1.0331 0.347
H -1.0231 3.0099 0.2343 0.368
H 0.8972 3.5158 2.3372 0.189
H -0.3713 4.6677 2.0543 0.175
```

***

4.
Formula: C5H8FNO
Source: the Open Molecules 2025 dataset
Level of theory: wB97M-V/def2-TZVPD

Properties
Strongest force on any atom in Eh/bohr: 0.05247
Relative energy (zero: lowest compared OMol25 entry of this formula, charge and spin) in eV: 1.352
Total energy in Eh: -425.15541
Structure (SMILES): C[C@@](C#N)(CO)CF

```
16
Properties=species:S:1:pos:R:3:nbo_charge:R:1
C 0.1258 -1.1478 1.0394 -0.612
C 0.3447 -0.0345 0.0445 -0.207
C 1.7185 -0.1409 -0.5607 0.286
N 2.8325 -0.2597 -0.9009 -0.317
C -0.5981 -0.1112 -1.1629 -0.053
O -1.9146 -0.0266 -0.6316 -0.733
C 0.2197 1.3335 0.7192 0.067
F 0.4630 2.3414 -0.1666 -0.351
H 0.7800 -1.2009 1.9261 0.232
H 0.3096 -2.1038 0.5369 0.230
H -0.9134 -1.0952 1.4356 0.238
H -0.3978 0.7166 -1.8575 0.195
H -0.4487 -1.0728 -1.6947 0.178
H -2.5410 0.0458 -1.3494 0.481
H -0.8522 1.3515 1.0114 0.187
H 0.8720 1.4048 1.6113 0.179
```

***

5.
Formula: C3H7FNO
Source: the Open Molecules 2025 dataset
Level of theory: wB97M-V/def2-TZVPD

Properties
Strongest force on any atom in Eh/bohr: 0.11954
Relative energy (zero: lowest compared OMol25 entry of this formula, charge and spin) in eV: 1.529
Total energy in Eh: -348.04494
Total charge: +1

```
13
Properties=species:S:1:pos:R:3:nbo_charge:R:1
C -0.5521 0.0557 -1.0446 0.527
C -0.9577 -0.5064 1.2026 0.158
C 0.2564 1.4799 0.6027 -0.470
N -0.5293 0.3927 0.3558 -0.308
O -0.7738 0.8780 -1.8755 -0.390
F 1.8564 -2.3549 -1.1352 -0.575
H -0.3943 -1.0199 -1.2456 0.181
H -0.9576 -0.2869 2.2702 0.254
H 2.0483 -2.6155 -2.0152 0.577
H -1.3967 -1.4476 0.7051 0.250
H 1.3451 1.2209 0.7427 0.272
H 0.1170 2.2074 -0.1511 0.271
H -0.0617 1.9967 1.5881 0.253
```